(one)
Entry from the Open Molecules 2025 dataset: an isolated ion of composition CH5N2 and charge +1 (the ωB97M-V functional and the def2-TZVPD basis).

Last columns: bonded neighbours and bond lengths (Å).
Geometry (Å):
1 N -1.130 -0.069 -0.169  C2 1.313, H4 1.005, H5 1.005
2 C 0.084 -0.333 0.255  N1 1.313, N3 1.304, H6 1.085
3 N 1.148 0.349 -0.064  C2 1.304, H7 1.018, H8 1.023
4 H -1.490 0.692 -0.718  N1 1.005
5 H -1.914 -0.598 0.171  N1 1.005
6 H 0.043 -1.011 1.101  C2 1.085
7 H 2.030 -0.037 0.266  N3 1.018
8 H 1.229 1.006 -0.843  N3 1.023

Output
LUMO ... -4.247 eV
Net charge ... +1
SMILES ... NC=[NH2+]
E_HOMO ... -16.68 eV



(two)
Entry from the Open Molecules 2025 dataset: a 2-piece molecular cluster, CH5N2 overall (the ωB97M-V functional and the def2-TZVPD basis).

Last columns: bonded neighbours and bond lengths (Å).
Geometry (Å):
1 C -0.190 -0.998 0.235  N2 1.263, H4 1.106
2 N -1.434 -0.782 0.249  C1 1.263, H5 1.095, H6 0.970
3 N 1.259 1.598 -0.385  H7 0.996, H8 1.031
4 H 0.412 -1.817 -0.201  C1 1.106
5 H -2.019 -1.686 0.054  N2 1.095
6 H -1.951 -0.114 0.726  N2 0.970
7 H 0.633 2.354 -0.216  N3 0.996
8 H 2.250 1.856 -0.510  N3 1.031

Output
LUMO (alpha / beta) ... -5.920 / -6.977 eV
Net charge ... +1
E_HOMO (alpha / beta) ... -14.80 / -15.37 eV



Out of the structures above, which one is the most stable? Solution: (one).